No. 1
Here is a 9-piece molecular cluster, C29H40N8O15 overall in a non-equilibrium geometry from the OMol25 dataset. Energies are from ωB97M-V/def2-TZVPD.

Highest occupied orbital energy ... -3.3 eV
Orbital gap ... 6.952 eV
ΔE to the lowest compared entry with this formula, charge and spin ... 0.0 kcal per mole

The geometry in ORCA input format:
```
! RIJCOSX wB97M-V def2-TZVPD def2/J DEFGRID3
* xyz -2 1
C -0.856 0.124 0.002
O -1.434 -0.795 -0.591
O -1.289 0.587 1.061
O 0.162 0.588 -0.493
C 2.065 -3.305 0.715
C 1.703 -4.572 1.186
C 1.801 -4.765 2.529
C 2.081 -3.797 3.415
C 2.330 -2.476 2.952
C 2.266 -2.284 1.630
O 2.412 -1.004 1.182
O 1.656 -5.909 3.080
H 1.946 -3.033 -0.324
H 1.271 -5.300 0.516
H 2.204 -3.942 4.478
H 2.624 -1.612 3.529
H 1.633 -0.449 1.265
H 1.927 -6.637 2.515
C -1.394 5.664 1.673
C -1.611 4.275 1.625
C -2.848 3.873 1.053
C -3.742 4.763 0.479
C -3.357 6.144 0.525
C -2.170 6.542 1.052
O -1.678 7.810 0.950
O -2.989 2.528 0.818
H -0.441 5.966 2.082
H -0.936 3.666 2.209
H -4.575 4.471 -0.142
H -3.948 6.844 -0.048
H -0.721 7.863 0.912
H -2.281 2.009 1.207
C -1.646 -5.683 0.699
C -1.778 -4.563 -0.099
C -0.976 -4.465 -1.252
C -0.239 -5.520 -1.677
C -0.194 -6.719 -0.946
C -0.878 -6.803 0.271
O -0.569 -7.831 1.157
O -1.141 -3.307 -2.064
H -1.962 -5.701 1.732
H -2.162 -3.630 0.287
H 0.252 -5.413 -2.633
H 0.471 -7.517 -1.243
H -0.225 -8.511 0.573
H -1.279 -2.578 -1.455
C -0.324 5.025 -2.664
C 0.033 4.042 -1.703
C 1.383 3.576 -1.597
C 2.346 4.068 -2.476
C 2.002 5.067 -3.395
C 0.671 5.492 -3.456
O 0.409 6.494 -4.291
O 1.680 2.637 -0.695
H -1.269 5.544 -2.707
H -0.668 3.637 -0.988
H 3.365 3.716 -2.410
H 2.705 5.586 -4.029
H 0.022 7.172 -3.732
H 1.086 1.883 -0.672
C 0.865 1.550 3.718
O 1.590 1.869 4.648
N 0.847 2.108 2.557
N -0.194 0.805 3.827
H 1.585 2.706 2.214
H 0.356 1.571 1.857
H -0.516 0.423 4.705
H -0.748 0.846 2.984
C -1.935 -2.450 3.100
O -2.127 -3.329 3.972
N -0.956 -2.403 2.285
N -2.806 -1.530 2.828
H -0.333 -3.180 2.121
H -0.890 -1.502 1.834
H -2.544 -0.723 2.280
H -3.691 -1.503 3.313
C 2.905 -0.951 -2.785
O 3.932 -1.216 -3.361
N 2.055 -1.876 -2.577
N 2.665 0.091 -2.195
H 2.185 -2.805 -2.952
H 1.165 -1.479 -2.314
H 3.302 0.873 -2.232
H 1.883 0.217 -1.569
C -0.259 0.153 -4.282
O -0.523 -0.110 -5.420
N 0.113 1.318 -3.855
N -0.350 -0.617 -3.316
H 0.386 2.186 -4.294
H 0.363 1.264 -2.878
H -0.358 -0.381 -2.334
H -0.894 -1.457 -3.452
*
```

No. 2
Here is C29H40OsP as an isolated structure in a non-equilibrium geometry from the OMol25 dataset. Energies are from ωB97M-V/def2-TZVPD.

Highest occupied orbital energy (spin up / spin down) ... -9.4 / -11.1 eV
Orbital gap (spin up / spin down) ... 7.570 / 6.143 eV
ΔE to the lowest compared entry with this formula, charge and spin ... 73.2 kcal per mole
Expectation value of S² ... 6.064

The geometry in ORCA input format:
```
! RIJCOSX wB97M-V def2-TZVPD def2/J DEFGRID3
* xyz 1 5
C 0.966 -2.234 0.561
C 1.361 -1.350 -0.496
C 0.473 -1.549 -1.592
C -0.544 -2.471 -1.188
C -0.242 -2.905 0.152
Os -0.611 -0.886 0.202
C -3.845 0.832 -1.359
C -3.331 0.421 -0.116
H -3.097 1.243 0.566
C -2.748 -0.891 0.188
H -3.193 -1.757 -0.340
H -2.742 -1.033 1.288
C -3.787 2.317 -1.569
H -2.994 2.653 -0.881
H -3.422 2.491 -2.588
H -4.666 2.956 -1.408
C -3.373 0.088 -2.579
H -2.385 -0.279 -2.256
H -3.941 -0.766 -2.982
H -3.213 0.826 -3.380
C 2.624 -0.547 -0.488
H 2.709 0.018 0.451
H 3.517 -1.191 -0.576
H 2.630 0.189 -1.295
C 0.696 -1.052 -2.985
H 1.196 -0.080 -2.963
H 1.335 -1.744 -3.559
H -0.256 -0.948 -3.518
C -1.604 -3.078 -2.054
H -1.648 -2.572 -3.023
H -1.398 -4.145 -2.217
H -2.587 -3.005 -1.579
C -0.983 -3.932 0.939
H -1.994 -4.059 0.538
H -0.466 -4.902 0.916
H -1.070 -3.622 1.988
C 1.805 -2.562 1.756
H 1.212 -3.080 2.519
H 2.650 -3.213 1.477
H 2.224 -1.645 2.191
C 2.319 2.526 -1.544
C 0.910 2.220 -2.040
C 3.274 3.079 -2.315
C 0.729 2.662 -3.423
H -0.019 1.745 -1.656
C 3.028 3.329 -3.663
H 4.268 3.296 -1.834
C 1.762 3.150 -4.218
H -0.259 2.576 -3.902
H 3.861 3.681 -4.238
H 1.590 3.371 -5.279
C -1.152 -1.212 3.446
P -0.664 0.123 2.292
C -1.742 1.502 2.757
C 0.998 0.706 2.853
C 1.553 1.845 2.235
C 2.734 2.395 2.732
C 3.417 1.770 3.780
C 2.900 0.609 4.357
C 1.681 0.090 3.914
H -2.103 -1.652 3.114
H -1.285 -0.791 4.453
H -0.397 -2.009 3.475
H -1.760 1.577 3.854
H -1.355 2.440 2.338
H -2.760 1.323 2.393
H 1.052 2.300 1.373
H 3.116 3.319 2.297
H 4.354 2.189 4.148
H 3.430 0.103 5.164
H 1.261 -0.797 4.395
*
```

No. 3
Here is a 22-piece molecular cluster, C29H41BrCl64NO2P2S overall in a non-equilibrium geometry from the OMol25 dataset. Energies are from ωB97M-V/def2-TZVPD.

Highest occupied orbital energy ... -4.7 eV
Orbital gap ... 5.615 eV

The geometry in ORCA input format:
```
! RIJCOSX wB97M-V def2-TZVPD def2/J DEFGRID3
* xyz -1 1
C -1.513 -0.743 -0.573
C -2.840 -0.798 0.190
C -3.826 -1.886 -0.257
C -3.919 -1.863 -1.780
P -3.737 -3.613 0.549
N -5.277 -4.093 -0.173
Cl -3.823 -5.633 1.596
C -1.981 -3.273 1.388
O -1.458 -4.389 2.118
C -0.153 -4.708 1.770
C -2.753 -4.470 -0.901
C -3.548 -5.162 -1.919
O -3.819 -4.753 -3.002
Br -4.187 -7.023 -1.535
P -4.791 -2.754 2.424
S -6.737 -2.410 2.305
H -1.237 -1.698 -0.994
H -0.731 -0.355 0.054
H -1.616 -0.068 -1.406
H -3.327 0.128 -0.082
H -2.700 -0.717 1.257
H -4.792 -1.496 0.046
H -4.776 -2.424 -2.102
H -4.121 -0.838 -2.084
H -3.012 -2.143 -2.289
H -5.822 -4.675 0.444
H -5.809 -3.293 -0.486
H -1.237 -3.067 0.633
H -2.053 -2.505 2.144
H 0.194 -5.417 2.503
H -0.106 -5.216 0.806
H 0.517 -3.850 1.714
H -2.207 -5.254 -0.398
H -2.003 -3.848 -1.360
H -4.108 -1.610 2.881
H -4.576 -3.684 3.451
C 2.377 1.058 0.783
Cl 2.907 0.030 -0.551
Cl 1.397 2.391 0.172
Cl 1.499 0.125 1.995
H 3.253 1.483 1.250
C -3.000 -5.828 -5.963
Cl -1.821 -5.099 -7.067
Cl -4.336 -6.542 -6.871
Cl -2.237 -7.018 -4.925
H -3.400 -5.047 -5.329
C 1.111 -8.392 0.070
Cl -0.607 -8.007 0.113
Cl 1.852 -7.819 -1.429
Cl 1.953 -7.721 1.471
H 1.216 -9.467 0.102
C 5.920 3.213 2.719
Cl 4.403 3.564 3.557
Cl 5.665 1.969 1.492
Cl 6.601 4.671 2.013
H 6.624 2.826 3.442
C -3.352 3.961 0.434
Cl -4.132 3.205 -0.955
Cl -1.729 3.308 0.662
Cl -3.296 5.718 0.240
H -3.937 3.735 1.316
C 8.413 4.818 -1.861
Cl 7.482 3.751 -0.816
Cl 7.426 5.376 -3.209
Cl 9.043 6.188 -0.938
H 9.254 4.264 -2.257
C 1.407 -3.907 -2.413
Cl 0.478 -4.903 -1.303
Cl 0.398 -3.357 -3.760
Cl 2.106 -2.522 -1.562
H 2.214 -4.501 -2.829
C 10.565 2.727 2.160
Cl 10.825 4.443 2.452
Cl 9.326 2.088 3.246
Cl 10.130 2.439 0.475
H 11.495 2.208 2.370
C -5.923 -8.431 2.705
Cl -5.204 -9.298 1.343
Cl -6.905 -7.079 2.176
Cl -6.879 -9.530 3.719
H -5.108 -8.045 3.302
C -2.876 3.547 4.605
Cl -4.261 4.242 5.453
Cl -3.371 2.152 3.660
Cl -2.093 4.770 3.599
H -2.162 3.215 5.345
C 8.357 1.636 7.277
Cl 7.287 2.342 6.064
Cl 7.458 1.233 8.736
Cl 9.177 0.213 6.630
H 9.107 2.371 7.532
C 1.904 6.915 2.923
Cl 0.424 7.382 3.762
Cl 1.563 5.604 1.803
Cl 2.620 8.292 2.082
H 2.614 6.564 3.659
C 3.266 -4.082 -6.018
Cl 3.542 -5.080 -4.586
Cl 3.942 -2.472 -5.790
Cl 3.942 -4.853 -7.454
H 2.197 -3.985 -6.153
C -6.721 -0.432 -4.328
Cl -7.276 -1.057 -2.777
Cl -5.062 0.158 -4.213
Cl -6.862 -1.667 -5.585
H -7.357 0.398 -4.599
C -10.584 0.057 -6.678
Cl -12.277 0.555 -6.686
Cl -9.816 0.440 -8.220
Cl -9.718 0.817 -5.347
H -10.547 -1.014 -6.538
C 5.509 -2.443 9.311
Cl 6.620 -1.823 8.092
Cl 4.180 -3.325 8.564
Cl 6.362 -3.462 10.474
H 5.093 -1.601 9.847
C -7.391 4.183 -4.573
Cl -6.888 3.089 -5.863
Cl -8.336 5.523 -5.225
Cl -8.311 3.322 -3.337
H -6.501 4.589 -4.111
C 4.333 7.918 -3.579
Cl 4.512 6.900 -2.154
Cl 4.981 9.532 -3.281
Cl 5.116 7.186 -4.985
H 3.279 8.013 -3.795
C -1.484 3.498 -4.300
Cl -0.723 2.208 -5.233
Cl -3.166 3.715 -4.794
Cl -1.400 3.178 -2.577
H -0.950 4.417 -4.499
C 14.919 2.937 3.732
Cl 14.393 4.518 4.300
Cl 13.528 1.937 3.284
Cl 16.034 3.092 2.379
H 15.435 2.441 4.542
C -4.641 9.036 2.323
Cl -3.139 8.377 2.966
Cl -4.627 9.017 0.559
Cl -6.031 8.148 2.946
H -4.725 10.063 2.648
*
```

Number 1: E_tot -73358.52352 eV. Number 2: E_tot -42465.82379 eV. Number 3: E_tot -937213.52437 eV.